i) {
  "formula": "C4H13O4",
  "method": "ωB97M-V with the def2-TZVPD basis set",
  "total_charge": -1,
  "gap_ha": 0.2596,
  "elements": ["C", "C", "C", "O", "C", "O", "H", "H", "H", "H", "H", "H", "H", "H", "H", "H", "H", "O", "H", "H", "O"],
  "xyz": [[-0.929, -0.111, 1.139], [0.369, -0.404, 0.394], [0.142, -0.961, -1.016], [1.526, -1.219, -1.485], [-2.059, 0.560, 0.289], [-1.744, 1.702, -0.378], [-1.483, -0.997, 1.468], [-0.738, 0.452, 2.029], [1.044, -1.079, 0.935], [0.821, 0.589, 0.238], [-0.379, -0.280, -1.704], [-0.324, -1.951, -1.040], [1.766, -0.348, -1.818], [-2.337, -0.233, -0.446], [-2.954, 0.656, 0.941], [3.140, -2.514, -1.416], [3.440, -1.533, -0.288], [3.850, -2.010, -1.013], [-1.405, 3.632, 1.654], [-1.075, 2.618, 0.462], [-0.670, 3.428, 1.055]]
}

***

ii) {
  "formula": "C4H13O4",
  "method": "ωB97M-V with the def2-TZVPD basis set",
  "total_charge": -1,
  "gap_ha": 0.2893,
  "elements": ["C", "O", "C", "C", "C", "O", "H", "H", "H", "H", "H", "H", "H", "H", "H", "H", "H", "O", "H", "H", "O"],
  "xyz": [[1.134, 1.699, 0.093], [0.473, 1.426, -1.105], [0.342, 1.339, 1.422], [-0.540, 0.099, 1.372], [0.285, -1.223, 1.527], [-1.224, 0.084, 0.170], [1.535, 2.734, 0.065], [1.945, 0.964, 0.161], [1.121, 1.368, 2.192], [-0.284, 2.220, 1.684], [-1.257, 0.018, 2.204], [0.771, -1.274, 2.529], [1.119, -1.443, 0.851], [-0.325, -2.114, 1.754], [-0.621, 0.511, -0.566], [2.597, 0.637, -2.467], [1.344, 0.242, -1.835], [2.053, -0.183, -2.431], [-2.716, -2.278, 0.169], [-2.660, -1.938, -1.173], [-2.601, -2.744, -0.654]]
}

***

Energies relative to the most stable structure are i) 0.195; ii) 0.000, reported in eV.

***

i) {
  "formula": "C22H23NO6",
  "method": "ωB97M-V with the def2-TZVPD basis set",
  "gap_ha": 0.3052,
  "smiles": "COc1ccc([C@@H]2/C(=C(/O)c3ccccc3)C(=O)C(=O)N2C[C@H](C)O)c(OC)c1",
  "elements": ["C", "O", "C", "C", "C", "C", "C", "C", "C", "O", "C", "C", "C", "C", "C", "C", "C", "O", "C", "O", "N", "C", "C", "C", "O", "C", "O", "C", "C", "H", "H", "H", "H", "H", "H", "H", "H", "H", "H", "H", "H", "H", "H", "H", "H", "H", "H", "H", "H", "H", "H", "H"],
  "xyz": [[1.756, 0.309, 5.282], [1.473, 1.263, 4.287], [1.118, 0.837, 3.047], [0.840, 1.836, 2.115], [0.469, 1.491, 0.833], [0.355, 0.164, 0.442], [0.013, -0.190, -0.992], [-1.006, -1.285, -1.149], [-2.370, -1.256, -1.047], [-3.081, -2.353, -1.287], [-3.184, -0.061, -0.777], [-4.368, 0.106, -1.496], [-5.158, 1.221, -1.291], [-4.786, 2.174, -0.357], [-3.626, 2.000, 0.380], [-2.826, 0.890, 0.174], [-0.340, -2.474, -1.619], [-0.855, -3.571, -1.818], [1.098, -2.091, -1.903], [1.993, -2.787, -2.333], [1.192, -0.772, -1.618], [2.413, -0.031, -1.780], [2.285, 1.083, -2.837], [3.669, 1.541, -3.293], [1.519, 2.167, -2.359], [0.653, -0.841, 1.374], [0.553, -2.120, 0.931], [0.879, -3.188, 1.788], [1.025, -0.499, 2.671], [2.001, 0.881, 6.176], [2.612, -0.316, 5.010], [0.889, -0.327, 5.488], [0.921, 2.866, 2.420], [0.245, 2.264, 0.113], [-0.277, 0.725, -1.524], [-2.454, -3.092, -1.521], [-4.653, -0.642, -2.221], [-6.067, 1.346, -1.860], [-5.404, 3.045, -0.196], [-3.341, 2.730, 1.123], [-1.942, 0.745, 0.770], [2.713, 0.409, -0.820], [3.167, -0.755, -2.098], [1.720, 0.696, -3.692], [3.571, 2.373, -3.986], [4.260, 1.866, -2.437], [4.191, 0.730, -3.791], [2.023, 2.612, -1.666], [0.752, -4.086, 1.185], [1.917, -3.127, 2.129], [0.206, -3.231, 2.650], [1.245, -1.278, 3.381]]
}

***

ii) {
  "formula": "C22H23NO6",
  "method": "ωB97M-V with the def2-TZVPD basis set",
  "gap_ha": 0.2312,
  "elements": ["C", "O", "C", "C", "C", "C", "C", "C", "C", "O", "O", "C", "C", "C", "O", "C", "O", "C", "C", "H", "H", "H", "H", "H", "H", "H", "H", "H", "H", "H", "H", "H", "H", "C", "C", "C", "N", "C", "C", "C", "C", "C", "O", "H", "H", "H", "H", "H", "H", "H", "H", "H"],
  "xyz": [[-5.605, -3.127, -1.335], [-5.399, -1.711, -1.148], [-4.135, -1.220, -1.032], [-4.026, 0.168, -0.776], [-2.771, 0.732, -0.608], [-1.600, -0.048, -0.580], [-0.215, 0.600, -0.348], [0.921, -0.382, -0.259], [2.221, 0.078, -0.670], [2.419, 1.116, -1.285], [3.287, -0.767, -0.375], [2.908, -2.159, -0.599], [2.490, -2.363, -2.050], [4.144, -2.988, -0.265], [1.869, -2.518, 0.340], [0.874, -1.575, 0.563], [0.027, -1.809, 1.412], [-1.722, -1.394, -0.938], [-2.960, -1.991, -1.173], [-6.664, -3.275, -1.100], [-5.402, -3.408, -2.379], [-4.972, -3.733, -0.665], [-4.937, 0.756, -0.704], [-2.743, 1.816, -0.527], [0.030, 1.182, -1.262], [1.563, -1.824, -2.288], [3.293, -2.007, -2.708], [2.325, -3.432, -2.231], [4.412, -2.835, 0.780], [3.939, -4.046, -0.431], [4.976, -2.667, -0.893], [-0.837, -2.024, -1.035], [-2.997, -3.055, -1.422], [-2.217, 2.189, 2.146], [-1.224, 2.483, 1.060], [-0.141, 1.429, 0.884], [1.192, 2.203, 1.057], [1.495, 3.276, 0.293], [2.662, 4.003, 0.496], [3.555, 3.611, 1.494], [3.204, 2.520, 2.290], [2.020, 1.833, 2.059], [-1.248, 3.520, 0.411], [-2.318, 1.120, 2.357], [-1.895, 2.700, 3.057], [-3.196, 2.572, 1.854], [-0.186, 0.736, 1.732], [0.757, 3.565, -0.458], [2.825, 4.869, -0.142], [4.504, 4.138, 1.639], [3.822, 2.169, 3.116], [1.675, 0.975, 2.644]]
}

***

Energies relative to the most stable structure are i) 0.000; ii) 1.122, reported in eV.

***

i) {
  "formula": "C5H24N2O6",
  "method": "ωB97M-V with the def2-TZVPD basis set",
  "gap_ha": 0.3805,
  "smiles": "C[C@H](O)CCNCN.O.O.O.O.O",
  "elements": ["C", "C", "O", "C", "C", "N", "C", "N", "H", "H", "H", "H", "H", "H", "H", "H", "H", "H", "H", "H", "H", "H", "O", "H", "H", "O", "H", "H", "O", "H", "H", "O", "H", "H", "O", "H", "H"],
  "xyz": [[0.688, -2.463, 1.272], [-0.051, -1.414, 0.487], [-0.609, -1.918, -0.753], [0.957, -0.258, 0.162], [0.583, 0.764, -0.910], [-0.432, 1.775, -0.637], [-1.779, 1.330, -1.194], [-2.765, 2.349, -0.981], [1.392, -1.879, 1.864], [0.121, -3.073, 1.982], [1.196, -3.156, 0.624], [-0.909, -1.029, 1.054], [-1.125, -2.694, -0.555], [0.877, 0.307, 1.098], [1.966, -0.633, 0.079], [0.339, 0.169, -1.819], [1.414, 1.307, -1.372], [-0.314, 2.584, -1.238], [-1.597, 1.238, -2.286], [-2.134, 0.370, -0.817], [-3.152, 2.388, -0.050], [-2.451, 3.272, -1.254], [-1.068, 1.697, 2.023], [-0.875, 1.714, 1.020], [-1.420, 2.590, 2.152], [2.013, 2.947, 1.145], [1.198, 2.988, 0.637], [1.781, 2.558, 1.991], [2.672, -2.864, -1.458], [2.206, -2.359, -2.136], [2.111, -3.205, -0.766], [0.558, -0.334, 3.188], [-0.131, 0.303, 2.920], [1.103, 0.268, 3.711], [-0.842, -1.754, -3.439], [-0.663, -1.233, -2.638], [-0.857, -2.651, -3.107]]
}

***

ii) {
  "formula": "C5H24N2O6",
  "method": "ωB97M-V with the def2-TZVPD basis set",
  "gap_ha": 0.3253,
  "smiles": "C=C(N)C[C@@H](C)N.O.O.O.O.O.O",
  "elements": ["C", "C", "N", "C", "C", "C", "N", "H", "H", "H", "H", "H", "H", "H", "H", "H", "H", "H", "H", "O", "H", "H", "O", "H", "H", "O", "H", "H", "O", "H", "H", "O", "H", "H", "O", "H", "H"],
  "xyz": [[-0.086, -3.344, 1.143], [-0.997, -2.596, 0.522], [-1.946, -1.897, 1.308], [-1.218, -2.615, -0.968], [-0.564, -1.386, -1.623], [0.942, -1.509, -1.684], [-1.264, -1.156, -2.922], [0.010, -3.379, 2.225], [0.520, -4.111, 0.685], [-2.632, -1.459, 0.708], [-1.552, -1.094, 1.805], [-2.305, -2.527, -1.050], [-0.782, -3.490, -1.446], [-0.923, -0.495, -1.102], [1.178, -2.258, -2.446], [1.486, -0.594, -1.918], [1.286, -1.904, -0.725], [-1.334, -1.987, -3.491], [-0.843, -0.367, -3.395], [-0.688, 2.226, -0.999], [-1.294, 1.530, -1.295], [0.142, 2.033, -1.458], [-0.455, 0.618, 1.335], [0.281, 0.783, 1.923], [-0.544, 1.170, 0.531], [2.141, 3.480, -0.449], [2.048, 3.147, 0.462], [1.623, 4.288, -0.361], [1.827, -0.489, 2.125], [1.692, -1.046, 1.342], [1.348, -1.049, 2.753], [1.840, 2.973, 2.744], [1.853, 2.009, 2.735], [0.926, 3.245, 2.889], [-0.604, 4.765, 0.278], [-0.159, 4.618, -0.565], [-0.951, 3.869, 0.385]]
}

***

iii) {
  "formula": "C5H24N2O6",
  "method": "ωB97M-V with the def2-TZVPD basis set",
  "gap_ha": 0.3265,
  "smiles": "CCN[C@H](CN)CO.O.O.O.O.O",
  "elements": ["C", "C", "N", "C", "C", "N", "C", "O", "H", "H", "H", "H", "H", "H", "H", "H", "H", "H", "H", "H", "H", "H", "O", "H", "H", "O", "H", "H", "O", "H", "H", "O", "H", "H", "O", "H", "H"],
  "xyz": [[-1.087, -1.545, 2.785], [-1.494, -0.817, 1.457], [-0.552, -1.308, 0.327], [0.744, -0.659, 0.133], [0.876, -0.016, -1.286], [-0.495, 0.447, -1.705], [1.920, -1.622, 0.316], [2.944, -0.602, 0.072], [-0.504, -0.991, 3.483], [-0.233, -2.419, 2.756], [-1.985, -2.110, 3.178], [-2.423, -1.278, 1.186], [-1.386, 0.329, 1.505], [-1.044, -1.556, -0.612], [0.855, 0.272, 0.821], [1.338, -0.559, -2.008], [1.640, 0.773, -1.158], [-0.913, 1.072, -0.848], [-0.655, 0.969, -2.589], [1.950, -2.581, -0.281], [1.963, -2.068, 1.295], [3.782, -0.973, -0.132], [-2.286, -1.511, -2.731], [-2.204, -0.921, -1.995], [-1.565, -1.333, -3.292], [1.676, -3.031, -2.289], [0.823, -2.642, -2.133], [1.667, -3.856, -2.032], [-0.012, 4.215, 1.848], [-0.485, 4.435, 0.993], [-0.328, 3.490, 2.286], [-2.030, 4.161, -0.123], [-1.205, 4.610, -0.505], [-1.765, 3.250, -0.170], [0.392, 2.213, 0.350], [1.246, 2.746, 0.272], [0.835, 1.414, 0.828]]
}

***

Energies relative to the most stable structure are i) 0.307; ii) 0.000; iii) 4.511, reported in eV.

***

i) {
  "formula": "C5H17N2",
  "method": "ωB97M-V with the def2-TZVPD basis set",
  "total_charge": 1,
  "gap_ha": 0.3483,
  "elements": ["C", "C", "C", "N", "H", "H", "H", "H", "H", "H", "H", "H", "H", "C", "C", "N", "H", "H", "H", "H", "H", "H", "H", "H"],
  "xyz": [[-0.096, 1.637, 0.704], [-0.242, 2.122, -0.730], [1.157, 2.119, -1.351], [-1.239, 1.324, -1.537], [0.731, 2.119, 1.276], [-1.010, 1.765, 1.307], [0.231, 0.580, 0.847], [-0.678, 3.044, -0.750], [1.194, 2.350, -2.448], [1.849, 2.870, -0.871], [1.644, 1.137, -1.237], [-1.832, 0.818, -0.811], [-0.693, 0.578, -1.974], [-0.297, -2.152, 2.161], [-0.216, -2.760, 0.738], [0.668, -1.861, -0.167], [-0.958, -2.647, 2.852], [0.677, -2.145, 2.603], [-0.654, -1.147, 2.138], [0.292, -3.754, 0.737], [-1.196, -2.782, 0.184], [0.214, -0.905, -0.123], [0.742, -2.138, -1.126], [1.604, -1.779, 0.194]]
}

***

ii) {
  "formula": "C5H17N2",
  "method": "ωB97M-V with the def2-TZVPD basis set",
  "total_charge": 1,
  "gap_ha": 0.3216,
  "elements": ["C", "C", "C", "N", "H", "H", "H", "H", "H", "H", "H", "H", "H", "H", "C", "N", "C", "H", "H", "H", "H", "H", "H", "H"],
  "xyz": [[-1.157, -1.094, -0.696], [-0.103, -1.258, -1.823], [0.132, -2.754, -2.070], [-1.387, 0.369, -0.367], [-2.112, -1.471, -0.956], [-0.807, -1.560, 0.222], [0.861, -0.751, -1.512], [-0.468, -0.780, -2.736], [0.464, -3.224, -1.163], [-0.791, -3.255, -2.404], [0.943, -2.903, -2.847], [-0.551, 0.762, 0.081], [-1.538, 0.952, -1.266], [-2.178, 0.484, 0.246], [0.999, 2.605, 1.007], [0.430, 2.007, 2.178], [0.967, 0.682, 2.380], [2.097, 2.591, 1.103], [0.781, 1.999, 0.087], [0.695, 3.611, 0.828], [-0.550, 2.094, 2.374], [0.503, -0.065, 1.683], [0.711, 0.334, 3.388], [2.059, 0.627, 2.264]]
}

***

iii) {
  "formula": "C5H17N2",
  "method": "ωB97M-V with the def2-TZVPD basis set",
  "total_charge": 1,
  "gap_ha": 0.4148,
  "elements": ["C", "N", "C", "H", "H", "H", "H", "H", "H", "H", "H", "C", "N", "C", "C", "H", "H", "H", "H", "H", "H", "H", "H", "H"],
  "xyz": [[1.882, 0.661, -1.383], [0.450, 0.932, -1.222], [0.157, 2.286, -0.720], [2.021, -0.361, -1.722], [2.352, 1.325, -2.108], [2.374, 0.795, -0.423], [-0.103, -0.009, -0.227], [-0.034, 0.808, -2.103], [0.728, 2.470, 0.186], [-0.906, 2.363, -0.508], [0.422, 3.058, -1.440], [0.052, -2.071, 0.234], [-0.538, -0.745, 0.561], [-2.016, -0.796, 0.443], [-0.137, -0.338, 1.930], [-0.272, -2.379, -0.755], [-0.282, -2.813, 0.956], [1.136, -2.006, 0.263], [-2.450, 0.106, 0.863], [-2.296, -0.887, -0.602], [-2.395, -1.654, 0.992], [-0.558, 0.637, 2.151], [0.945, -0.323, 1.994], [-0.534, -1.058, 2.640]]
}

***

Energies relative to the most stable structure are i) 0.953; ii) 0.869; iii) 0.000, reported in eV.